Entry 1:
Molecular formula: CH2BrNO4
Method: DFT, wB97M-V/def2-TZVPD

The lowest unoccupied orbital energy (alpha / beta) is -0.02424 / -0.16809 Ha. Its max |F| is 0.07006 hartree/bohr. The energy above the lowest of the compared OMol25 structures with the same formula, charge and spin comes out at 70.51 kcal per mole. As for the spin multiplicity: 1. Its highest occupied orbital energy (alpha / beta) is -10.93 / -8.58 eV. As for the total energy: -80786.98043 eV.

Geometry as XYZ:
```
9
Properties=species:S:1:pos:R:3:forces:R:3
H 1.1116 0.3521 -1.6338 -1.86 0.78 0.55
O -1.0424 1.7271 0.9002 0.02 3.59 -0.34
C -0.2524 -0.1003 -0.4111 -1.04 0.28 1.70
Br 3.1812 -0.6233 -0.8072 0.07 -0.10 0.00
O -1.3354 -0.2906 1.6144 1.48 -2.39 -0.84
O 0.2464 0.7584 -1.2558 2.17 -1.07 -1.38
O -0.2028 -1.3167 -0.2745 1.06 0.55 -1.22
H -0.7384 -1.0841 1.2475 -1.93 0.98 1.36
N -0.9677 0.5774 0.6204 0.04 -2.62 0.16
```
Forces are in eV/Å.

***

Entry 2:
Molecular formula: C28H26N2OReSSi
Method: DFT, wB97M-V/def2-TZVPD

The lowest unoccupied orbital energy (alpha / beta) is -0.30103 / -0.28016 Ha. Its max |F| is 0.01402 hartree/bohr. The energy above the lowest of the compared OMol25 structures with the same formula, charge and spin comes out at 0.00 kcal per mole. As for the spin multiplicity: 2. Its highest occupied orbital energy (alpha / beta) is -14.12 / -14.04 eV. As for the total energy: -55314.34042 eV. As for the charge: +2.

Geometry as XYZ:
```
60
Properties=species:S:1:pos:R:3:forces:R:3
C 1.6737 -0.3267 1.7993 -0.28 -0.12 -0.19
H -1.6812 -3.0057 -0.8212 0.00 0.01 -0.01
H 1.1744 -0.4452 3.8838 -0.03 0.00 -0.02
C -5.0814 -2.8102 -0.8303 0.00 0.00 0.00
C 0.5512 4.0817 -0.9693 -0.06 0.03 0.00
H 0.5017 -0.9409 -2.6822 -0.32 -0.10 -0.03
C 1.9468 -0.3121 3.1396 0.13 0.05 0.02
C -1.3881 0.5885 2.3937 -0.10 -0.05 0.06
N -1.8520 -0.2346 -1.0414 0.03 -0.07 0.08
H -0.9742 1.5277 2.0462 0.01 -0.02 -0.02
H 1.9659 2.5104 -0.6332 0.02 0.00 -0.02
C 0.9307 2.7517 -0.8341 -0.05 -0.11 0.01
H 5.2989 0.1840 2.8590 0.00 0.00 0.00
H 1.3733 -0.6180 -4.0778 -0.07 -0.30 0.08
C -4.1369 -0.6403 -0.9951 0.05 -0.05 -0.02
Si 2.9875 -0.2738 -2.1425 0.01 0.26 -0.14
C -1.7402 3.4195 -1.2759 0.02 0.02 0.02
H 4.7005 1.4690 -1.7231 0.00 0.00 0.00
C 3.2814 -0.1206 3.5029 -0.10 -0.03 0.05
H -3.0512 1.4551 3.4258 -0.01 0.00 0.00
H 3.3575 -2.7260 -2.1325 0.01 -0.01 0.01
H -2.7692 -2.8143 3.6413 0.00 -0.01 0.00
C -3.7965 -3.3668 -0.7833 -0.01 0.00 0.00
C -0.7767 -0.6111 2.0958 0.09 0.06 0.04
C -2.3316 0.9843 -1.1317 -0.11 0.08 0.01
C 3.9401 1.2804 -2.4831 -0.01 -0.13 0.01
C 3.9601 -1.8359 -2.3193 -0.13 0.03 0.03
H -5.9422 -3.4627 -0.7892 -0.01 0.00 0.01
H -1.0632 5.4505 -1.3133 0.00 0.00 -0.01
H 1.2973 4.8611 -0.8911 0.00 0.00 0.00
C -5.2694 -1.4472 -0.9378 -0.01 -0.01 0.01
C -0.7753 4.4145 -1.2019 0.00 0.03 0.01
H -6.2636 -1.0246 -0.9786 0.00 0.01 0.00
O 0.3840 -0.5700 1.2552 0.26 0.20 -0.16
C -2.8536 -1.1909 -0.9541 -0.11 -0.12 -0.03
C 2.6447 -0.1806 0.8023 0.17 0.08 0.08
Re 0.3025 -0.2696 -0.8020 0.13 -0.56 0.01
H -0.6910 -2.7473 2.2609 0.00 -0.01 0.01
H -3.6879 -4.4397 -0.7055 0.00 0.00 0.00
H -3.9369 -0.7137 4.2015 0.00 0.00 0.01
C 1.3095 -0.2432 -3.0535 0.39 0.60 -0.08
H 3.5406 -0.1053 4.5525 0.00 0.01 0.00
H 3.2928 2.1538 -2.5529 -0.02 0.01 0.03
C 3.9675 0.0064 1.1955 0.01 -0.02 0.03
C -3.0375 -0.6848 3.6020 -0.01 -0.03 0.00
H 4.7422 0.1360 0.4506 0.00 -0.02 -0.01
H 0.9166 0.7742 -3.1646 0.15 -0.05 -0.03
C -1.2257 -1.8424 2.5185 -0.03 0.04 -0.01
N 2.1847 -0.2078 -0.5150 -0.41 -0.08 0.23
S -4.0381 1.0889 -1.1337 0.14 0.00 -0.01
C -0.0174 1.7369 -0.9332 -0.02 0.22 0.03
H 4.4625 1.1836 -3.4379 0.00 -0.03 -0.01
C -1.3751 2.0892 -1.1326 0.14 0.03 -0.01
C -2.3837 -1.8685 3.2867 0.01 0.01 -0.01
C -2.5433 0.5373 3.1628 0.02 0.05 -0.01
C -2.6743 -2.5687 -0.8460 0.02 0.03 0.00
H -2.7767 3.6869 -1.4427 -0.01 -0.01 0.01
H 4.8069 -1.8472 -1.6303 0.00 0.00 0.01
H 4.3642 -1.9128 -3.3309 -0.01 0.02 -0.01
C 4.2746 0.0377 2.5467 0.08 0.01 -0.07
```
Forces are in eV/Å.

***

Entry 3:
Molecular formula: C28H19Cl2N3O3PtS
Method: DFT, wB97M-V/def2-TZVPD

The lowest unoccupied orbital energy is -0.05957 Ha. Its max |F| is 0.07905 hartree/bohr. The energy above the lowest of the compared OMol25 structures with the same formula, charge and spin comes out at 30.71 kcal per mole. As for the spin multiplicity: 1. Its highest occupied orbital energy is -7.18 eV. As for the total energy: -79080.50007 eV.

Geometry as XYZ:
```
57
Properties=species:S:1:pos:R:3:forces:R:3
H -0.6302 3.5674 -0.3518 0.02 -0.01 -0.08
H 1.0590 -3.1426 -1.0641 0.10 0.04 0.05
Pt 1.7409 -0.9180 1.2028 1.45 -0.68 1.56
H 4.3830 -0.7015 4.1163 -0.08 0.08 -0.18
C 0.2274 -2.7866 -0.4675 -1.04 -1.72 -0.09
C -1.7352 -3.1914 0.8520 0.05 1.06 0.30
H 2.1145 1.5038 2.1950 0.08 0.12 -0.09
C 7.3593 -1.6409 1.7493 -0.23 0.06 0.24
O 2.8415 -0.5383 2.8757 0.40 0.29 0.22
Cl 5.4166 -2.8794 -1.5017 -0.06 -0.05 -0.17
Cl 9.0112 -1.5199 2.2417 0.25 -0.01 0.06
C 2.7433 3.4359 1.5032 -0.04 -0.03 -0.01
C -1.5641 0.0582 -0.2965 1.67 0.31 1.13
C 5.7667 -2.2306 0.0534 -0.02 0.00 0.08
C 4.6578 -1.7873 0.8551 0.63 0.27 0.67
N 0.3358 -1.5569 0.0162 -0.32 1.43 -0.45
C -2.6455 -0.1662 -1.2136 -0.93 0.23 -0.96
C -3.6359 -1.1372 -1.0372 0.32 0.14 0.27
H 7.8612 -2.4816 -0.1714 0.06 -0.03 -0.08
H -3.9961 1.4551 -3.8784 0.00 0.01 -0.14
C -3.8908 0.7318 -3.0845 -0.08 -0.05 0.01
C 1.8760 2.3631 1.5841 -0.32 -0.06 0.19
H -3.5577 -1.8556 -0.2382 0.04 0.03 0.00
C 5.0091 -1.3005 2.1658 -0.15 -0.25 -0.66
C 0.6693 2.3993 0.8869 0.95 1.19 -0.14
N -1.0839 1.2537 -0.1490 -2.29 -0.22 -1.50
H -7.3665 1.0907 -1.1251 0.05 -0.08 0.02
H -5.9948 1.8618 -1.9271 -0.05 0.07 0.07
O -8.4910 1.1885 -3.8381 -0.17 0.08 -0.01
C -4.7570 -1.1400 -1.8409 -0.21 0.12 -0.28
C -7.0692 1.7067 -1.9744 -0.16 0.27 0.13
S -6.3520 -0.2295 -3.8869 0.16 -0.24 -0.21
C 0.3176 3.5383 0.1613 -0.13 -0.31 0.10
C 0.0156 0.0787 1.4660 1.12 0.65 -2.94
C -7.4722 1.0093 -3.2363 0.33 -0.10 0.09
H -1.9904 1.4624 -2.4414 0.03 0.12 -0.01
H 3.1152 5.3707 0.6691 0.03 0.08 -0.02
C 2.4183 4.5499 0.7464 -0.08 -0.01 -0.03
C -2.7791 0.7458 -2.2759 0.10 -0.21 0.25
N -0.1359 1.2594 0.8015 0.49 -2.89 2.82
H -7.6032 2.6529 -1.9070 0.01 -0.01 -0.03
H -2.4083 -3.9181 1.2832 -0.12 0.02 0.10
C 6.3570 -1.2550 2.5887 0.10 -0.08 -0.22
O 3.4816 -1.8763 0.4040 -1.44 0.16 -0.22
C 7.0637 -2.1503 0.4742 -0.32 0.07 0.08
C -4.9031 -0.1927 -2.8448 -0.29 -0.08 -0.18
C -0.8495 -3.5995 -0.1758 0.93 0.05 -0.76
H -2.3512 -1.5753 2.1029 -0.05 -0.05 0.27
H -0.9463 -4.5742 -0.6244 0.13 -0.06 -0.06
C -0.8286 -0.9167 0.6600 -1.00 0.59 -0.47
C 1.1951 4.6028 0.0955 0.27 0.11 0.07
C -1.7076 -1.9170 1.3092 -0.29 -0.69 0.63
H 6.5839 -0.8746 3.5723 0.07 0.02 0.14
H 0.9478 5.4733 -0.4909 -0.14 0.09 -0.05
H 3.6927 3.3902 2.0128 0.08 -0.01 0.12
C 4.0331 -0.8380 3.0798 0.10 0.23 0.35
H -5.5466 -1.8601 -1.6808 0.01 -0.08 0.02
```
Forces are in eV/Å.

***

Entry 4:
Molecular formula: C23H41BClN8V
Method: DFT, wB97M-V/def2-TZVPD

The lowest unoccupied orbital energy (alpha / beta) is -0.09657 / -0.09662 Ha. Its max |F| is 0.01650 hartree/bohr. The energy above the lowest of the compared OMol25 structures with the same formula, charge and spin comes out at 0.00 kcal per mole. As for the spin multiplicity: 2. Its highest occupied orbital energy (alpha / beta) is -9.90 / -9.26 eV. As for the total energy: -75319.48819 eV. As for the charge: +1.

Geometry as XYZ:
```
75
Properties=species:S:1:pos:R:3:forces:R:3
H -3.3266 -2.2615 -0.6249 -0.01 0.01 0.01
N -1.9334 -1.1102 1.1214 -0.11 -0.14 -0.09
C 1.9819 0.8991 -1.6223 0.18 -0.06 0.00
H 4.2197 3.2961 2.3884 -0.01 0.00 0.01
C -2.8052 -3.2125 -0.5438 -0.03 -0.04 -0.05
H -0.4390 -1.9274 -0.1634 0.04 -0.05 -0.07
H 2.0540 -0.9187 0.8446 -0.03 -0.02 0.01
H -2.7212 3.4317 -3.7243 0.00 0.01 0.01
Cl 3.6442 -0.0989 -1.1739 -0.27 0.10 -0.02
N 0.7239 2.1520 1.1902 -0.05 -0.81 0.18
H 4.0194 1.8693 1.3622 0.00 -0.01 -0.01
C 1.7987 -3.3949 -1.6124 0.00 0.02 0.04
H 1.2516 -4.2694 -1.2585 0.01 0.01 -0.04
C 0.9395 -2.1464 -1.7063 -0.08 -0.10 -0.06
C 0.0782 2.7661 3.2037 0.17 -0.07 0.09
H 1.8270 0.5217 -2.6380 -0.05 0.03 0.00
H -4.0161 2.4296 1.0803 -0.02 0.01 -0.01
H -2.6448 -0.3321 -3.3084 -0.02 0.01 0.00
C -1.2025 -0.9430 3.2049 -0.04 -0.17 0.10
H -2.2535 2.2895 -4.9848 0.01 0.00 -0.01
N -0.1867 1.9311 2.1878 -0.41 0.74 0.00
H 3.0627 -2.9228 1.4817 -0.02 0.01 0.00
N -1.4935 -0.2651 2.0786 0.23 -0.16 -0.02
H 0.7434 -1.7988 1.6504 0.08 -0.05 0.00
H -0.5620 2.7841 4.0697 -0.01 0.02 0.00
H -0.7524 2.0539 -3.0369 -0.01 -0.02 0.00
H -0.4888 -4.4017 0.4590 -0.01 0.00 -0.02
C -2.6515 2.3732 -3.9738 -0.02 0.01 0.00
H 3.3265 -2.2040 -0.8533 -0.04 -0.05 0.03
H 0.0540 -2.3749 -2.2989 0.02 0.01 0.00
H 2.5997 3.1793 -0.2008 0.00 0.02 0.01
C 2.7454 3.5496 0.8148 -0.01 -0.07 -0.06
N 2.8787 -3.1222 -0.6136 0.12 -0.02 -0.07
C -2.4215 -3.5314 0.8994 -0.05 -0.05 -0.07
H -1.0039 -0.3857 -2.6663 -0.01 0.01 0.01
H -2.3026 1.7164 2.8140 -0.11 -0.02 0.03
C 1.5748 3.0824 1.6249 0.20 0.04 -0.04
C -1.7598 1.6248 -2.9909 0.02 0.06 0.02
C -1.9142 -2.3302 1.6513 -0.07 0.03 0.07
C -3.3324 2.1649 0.2916 -0.04 0.00 0.05
H -4.2675 2.6731 -1.6419 -0.02 0.01 0.00
H -3.6613 1.9582 -3.9814 -0.01 -0.01 0.01
H 1.6762 4.2500 3.5162 0.02 0.03 0.01
H 1.5035 -1.3863 -2.2372 0.02 0.00 -0.04
N -2.1409 1.6355 0.5868 -0.17 0.18 -0.11
H 4.8926 3.2798 0.7573 0.01 -0.01 -0.01
H 3.6304 5.4015 0.1367 0.00 0.00 -0.02
C -1.4482 -2.2815 2.9809 0.07 0.18 0.05
H -3.3282 -3.8586 1.4186 0.00 0.01 -0.01
C -1.4248 -4.6899 0.9508 0.03 0.01 0.04
C -3.4413 2.2758 -1.0811 0.02 -0.01 0.04
C 1.3797 -1.7817 0.7642 0.08 0.17 0.06
N -1.4591 1.3947 -0.5596 0.19 -0.13 0.07
H -1.1858 -4.9813 1.9735 -0.01 0.00 0.02
B -1.5882 1.2784 1.9608 0.08 0.06 0.13
C 2.8061 5.0751 0.7706 0.01 0.02 0.03
C -2.2337 1.7780 -1.5745 0.04 0.00 -0.15
H 2.9747 5.4885 1.7665 0.00 0.00 0.01
H 2.2606 -3.6171 -2.5721 -0.02 0.01 -0.01
H 1.8816 5.5013 0.3815 -0.01 0.00 -0.01
V 0.4351 0.6152 -0.2183 0.34 0.18 -0.45
H 1.7197 -3.9431 0.9167 -0.03 0.03 0.05
H -1.9239 -3.1729 -1.1949 0.03 0.07 0.03
H -1.3597 -3.0883 3.6880 0.02 -0.02 0.02
C 1.2043 3.5020 2.9054 -0.15 -0.07 0.03
H 2.4588 1.8697 -1.7525 -0.06 0.03 0.02
N 0.4975 -1.6106 -0.4097 -0.06 0.15 0.22
C 2.2665 -3.0165 0.7457 -0.03 -0.02 -0.03
H 3.5937 -3.8473 -0.6396 -0.01 0.00 0.01
H -1.8145 -5.5653 0.4312 -0.02 -0.01 0.00
C 4.0455 2.9598 1.3647 0.03 0.00 0.00
H -3.4468 -3.9969 -0.9457 0.02 -0.02 0.01
H -1.2713 0.0192 -4.3676 0.00 0.00 -0.01
C -1.6638 0.1444 -3.3574 0.03 -0.07 -0.02
H -0.8795 -0.4262 4.0943 0.02 0.00 0.01
```
Forces are in eV/Å.

***

What is the max |F| in the first record?
0.07006 hartree/bohr